1.
A structure of composition C20H28MoN3O9S. Source: OMol25; level of theory: ωB97M-V with the def2-TZVPD basis set.

## Properties
Frontier orbital gap (alpha / beta) (eV): 7.77 / 8.58
E_HOMO (alpha / beta) (eV): -11.14 / -11.53
Multiplicity: 3
Lowest unoccupied orbital energy (alpha / beta) (eV): -3.361 / -2.947
Electronic energy (hartree): -2086.5595
Energy above the lowest of the compared OMol25 structures with the same formula, charge and spin (kcal/mol): 60.2
Total charge: +1

Atoms and positions in Å:
1 Mo -0.749 0.075 1.238
2 O 2.342 -1.151 2.930
3 C 1.175 -0.609 2.505
4 O 1.040 0.732 2.040
5 C 0.110 -1.198 3.499
6 O -1.203 -0.604 3.191
7 C -2.331 -1.487 2.724
8 C -2.176 -2.299 1.391
9 O -2.905 -3.232 1.233
10 O -1.286 -1.817 0.564
11 H 3.046 -0.820 2.356
12 H 0.367 -0.905 4.517
13 H 0.087 -2.279 3.410
14 H -3.162 -0.802 2.557
15 H -2.584 -2.160 3.539
16 C 4.926 -0.608 -2.073
17 C 4.046 0.618 -2.293
18 C 2.797 0.632 -1.423
19 N 1.917 -0.473 -1.809
20 C 0.614 -0.522 -1.660
21 S -0.250 0.874 -1.058
22 N -0.087 -1.622 -1.989
23 C 0.353 -2.893 -2.489
24 O -0.267 -3.860 -2.156
25 C 1.513 -2.933 -3.417
26 C 2.387 -4.011 -3.310
27 C 3.472 -4.102 -4.170
28 C 3.667 -3.133 -5.144
29 C 2.778 -2.071 -5.268
30 C 1.702 -1.966 -4.402
31 H 5.840 -0.539 -2.663
32 H 4.433 -1.536 -2.374
33 H 5.214 -0.702 -1.024
34 H 3.749 0.680 -3.343
35 H 4.611 1.525 -2.070
36 H 2.246 1.562 -1.528
37 H 3.050 0.519 -0.365
38 H 2.390 -1.354 -1.961
39 H -1.011 -1.679 -1.573
40 H 2.205 -4.766 -2.557
41 H 4.158 -4.935 -4.086
42 H 4.509 -3.210 -5.819
43 H 2.923 -1.328 -6.041
44 H 1.002 -1.145 -4.499
45 O 0.774 -1.203 1.260
46 O -1.487 3.200 2.459
47 C -2.388 2.636 1.854
48 O -2.382 1.448 1.391
49 C -3.690 3.405 1.609
50 N -3.469 4.755 2.257
51 C -4.476 4.936 3.363
52 C -4.881 3.509 3.696
53 C -4.905 2.823 2.330
54 H -3.852 3.532 0.541
55 H -3.450 5.522 1.591
56 H -2.500 4.639 2.637
57 H -5.310 5.517 2.971
58 H -4.005 5.479 4.177
59 H -5.841 3.467 4.204
60 H -4.132 3.052 4.347
61 H -5.817 3.078 1.788
62 H -4.846 1.739 2.394



2.
A cluster of 2 separate species, C20H28N2O2S in total. Source: OMol25; level of theory: ωB97M-V with the def2-TZVPD basis set.

## Properties
Frontier orbital gap (eV): 8.44
E_HOMO (eV): -7.70
SMILES: COCc1cc2c(cc1CCCCCN)Nc1ccccc1S2.CO
Lowest unoccupied orbital energy (eV): 0.733
Electronic energy (hartree): -1437.0639
Energy above the lowest of the compared OMol25 structures with the same formula, charge and spin (kcal/mol): 2.5

Atoms and positions in Å:
1 C 2.605 -3.341 2.048
2 O 2.771 -3.636 0.672
3 C 2.863 -2.497 -0.153
4 C 1.548 -1.769 -0.327
5 C 0.374 -2.486 -0.172
6 C -0.869 -1.903 -0.387
7 C -0.942 -0.560 -0.742
8 C 0.231 0.158 -0.886
9 C 1.483 -0.419 -0.683
10 C 2.711 0.451 -0.832
11 C 3.496 0.730 0.470
12 C 3.938 2.190 0.584
13 C 2.839 3.191 0.985
14 C 1.984 2.798 2.200
15 N 0.719 2.106 1.920
16 N -2.195 0.055 -0.987
17 C -3.274 -0.306 -0.140
18 C -4.202 0.650 0.250
19 C -5.292 0.295 1.032
20 C -5.443 -1.017 1.457
21 C -4.508 -1.972 1.086
22 C -3.436 -1.628 0.271
23 S -2.337 -2.877 -0.316
24 H 2.794 -2.284 2.257
25 H 3.311 -3.947 2.618
26 H 1.590 -3.573 2.381
27 H 3.625 -1.815 0.242
28 H 3.223 -2.861 -1.119
29 H 0.427 -3.530 0.112
30 H 0.172 1.204 -1.174
31 H 3.372 0.022 -1.591
32 H 2.375 1.409 -1.237
33 H 2.872 0.446 1.322
34 H 4.380 0.091 0.526
35 H 4.761 2.267 1.300
36 H 4.340 2.500 -0.387
37 H 2.176 3.382 0.134
38 H 3.332 4.143 1.202
39 H 1.732 3.699 2.761
40 H 2.569 2.156 2.865
41 H 0.886 1.157 1.606
42 H 0.244 2.566 1.150
43 H -2.080 1.062 -0.981
44 H -4.079 1.675 -0.085
45 H -6.015 1.050 1.316
46 H -6.282 -1.302 2.081
47 H -4.617 -2.994 1.426
48 C -3.497 0.928 -4.682
49 O -2.909 1.291 -3.443
50 H -3.602 1.838 -5.268
51 H -2.870 0.226 -5.238
52 H -4.489 0.487 -4.546
53 H -2.803 0.497 -2.902



3.
The molecule C20H28N2O3. Source: OMol25; level of theory: ωB97M-V with the def2-TZVPD basis set.

## Properties
Frontier orbital gap (eV): 9.76
E_HOMO (eV): -9.10
SMILES: COCCCN1C(=O)c2ccccc2[C@H]1C(=O)NC1CCCCCC1
Lowest unoccupied orbital energy (eV): 0.666
Electronic energy (hartree): -1114.1904
Energy above the lowest of the compared OMol25 structures with the same formula, charge and spin (kcal/mol): 10.4

Atoms and positions in Å:
1 C -0.007 2.275 -1.940
2 O 0.351 1.901 -0.625
3 C 0.305 2.950 0.321
4 C -1.098 3.361 0.775
5 C -1.799 2.310 1.638
6 N -2.165 1.108 0.918
7 C -2.812 1.077 -0.284
8 O -3.037 2.031 -1.005
9 C -3.175 -0.336 -0.514
10 C -3.783 -0.936 -1.603
11 C -4.034 -2.296 -1.539
12 C -3.689 -3.033 -0.413
13 C -3.083 -2.432 0.681
14 C -2.837 -1.075 0.618
15 C -2.175 -0.164 1.607
16 C -0.795 -0.775 1.938
17 O -0.675 -1.528 2.883
18 N 0.172 -0.462 1.074
19 C 1.473 -1.110 1.084
20 C 1.573 -2.055 -0.122
21 C 1.998 -1.389 -1.432
22 C 3.515 -1.373 -1.617
23 C 4.246 -0.368 -0.730
24 C 3.963 -0.519 0.764
25 C 2.564 -0.037 1.151
26 H 0.605 3.118 -2.280
27 H -1.064 2.539 -2.016
28 H 0.190 1.408 -2.568
29 H 0.876 2.584 1.181
30 H 0.819 3.830 -0.092
31 H -1.000 4.270 1.369
32 H -1.722 3.581 -0.090
33 H -2.704 2.764 2.067
34 H -1.143 2.008 2.460
35 H -4.046 -0.349 -2.470
36 H -4.505 -2.794 -2.374
37 H -3.896 -4.092 -0.389
38 H -2.808 -3.001 1.556
39 H -2.735 -0.104 2.549
40 H 0.002 0.210 0.334
41 H 1.493 -1.718 1.996
42 H 2.274 -2.859 0.110
43 H 0.590 -2.517 -0.247
44 H 1.605 -0.374 -1.482
45 H 1.564 -1.951 -2.262
46 H 3.904 -2.376 -1.423
47 H 3.742 -1.133 -2.659
48 H 5.320 -0.483 -0.900
49 H 3.974 0.645 -1.036
50 H 4.696 0.086 1.305
51 H 4.107 -1.554 1.073
52 H 2.580 0.354 2.171
53 H 2.283 0.784 0.490



4.
The molecule C20H28N2O4. Source: OMol25; level of theory: ωB97M-V with the def2-TZVPD basis set.

## Properties
Frontier orbital gap (eV): 8.74
E_HOMO (eV): -8.17
SMILES: CCOc1ccc(CNC(=O)[C@@H]2CCC(=O)N2C2CCCC2)cc1OC
Lowest unoccupied orbital energy (eV): 0.577
Electronic energy (hartree): -1189.4057
Energy above the lowest of the compared OMol25 structures with the same formula, charge and spin (kcal/mol): 46.3

Atoms and positions in Å:
1 C -5.092 -1.048 -2.244
2 C -5.903 -0.290 -1.198
3 O -5.229 0.857 -0.713
4 C -4.062 0.769 -0.017
5 C -3.287 1.926 -0.053
6 C -2.099 2.032 0.639
7 C -1.641 0.959 1.388
8 C -0.312 1.048 2.092
9 N 0.766 1.037 1.122
10 C 1.434 2.148 0.763
11 O 1.326 3.219 1.320
12 C 2.354 1.968 -0.458
13 C 1.546 2.195 -1.750
14 C 1.185 0.784 -2.205
15 C 2.225 -0.111 -1.538
16 O 2.421 -1.280 -1.787
17 N 2.864 0.625 -0.599
18 C 3.915 0.131 0.270
19 C 5.138 -0.399 -0.516
20 C 5.283 -1.868 -0.114
21 C 4.705 -1.912 1.297
22 C 3.462 -1.039 1.165
23 C -2.397 -0.204 1.429
24 C -3.609 -0.317 0.759
25 O -4.392 -1.443 0.821
26 C -3.931 -2.554 1.548
27 H -4.788 -0.374 -3.042
28 H -5.696 -1.846 -2.665
29 H -4.203 -1.482 -1.795
30 H -6.189 -0.955 -0.379
31 H -6.809 0.122 -1.654
32 H -3.660 2.749 -0.641
33 H -1.524 2.944 0.601
34 H -0.228 1.993 2.635
35 H -0.179 0.214 2.786
36 H 0.871 0.202 0.567
37 H 3.170 2.691 -0.360
38 H 0.672 2.819 -1.571
39 H 2.172 2.686 -2.494
40 H 1.216 0.656 -3.286
41 H 0.192 0.482 -1.864
42 H 4.211 0.979 0.893
43 H 6.028 0.165 -0.239
44 H 4.985 -0.290 -1.588
45 H 4.673 -2.485 -0.774
46 H 6.315 -2.210 -0.161
47 H 5.405 -1.469 2.007
48 H 4.469 -2.923 1.624
49 H 2.688 -1.605 0.646
50 H 3.072 -0.694 2.122
51 H -2.034 -1.031 2.020
52 H -3.815 -2.322 2.612
53 H -2.985 -2.936 1.151
54 H -4.701 -3.315 1.431